Entry a
ORCA calculation (ωB97M-V with the def2-TZVPD basis set) on a 2-piece molecular cluster, C3H6ClN2 overall.

The geometry in ORCA input format:
```
! RIJCOSX wB97M-V def2-TZVPD def2/J DEFGRID3
* xyz 1 1
C -0.759 0.234 -0.974
C 0.963 -0.618 0.338
C 0.584 0.886 0.730
N 0.136 -0.858 -0.757
N -0.456 1.241 -0.192
Cl -3.252 0.020 0.111
H -1.402 0.271 -1.777
H 2.100 -0.681 0.203
H 0.532 -1.205 1.192
H 0.226 1.164 1.761
H 1.403 1.367 0.430
H -0.076 -1.820 -1.066
*
```

=====

Entry b
ORCA calculation (ωB97M-V with the def2-TZVPD basis set) on C3H6ClN2 as an isolated structure.

The geometry in ORCA input format:
```
! RIJCOSX wB97M-V def2-TZVPD def2/J DEFGRID3
* xyz 1 1
C 0.243 -0.564 -0.781
C 0.393 0.091 0.549
C -0.911 -1.265 -0.162
N 0.867 -0.459 -1.772
N 0.142 1.513 0.708
Cl -0.648 -2.804 0.625
H 0.935 -0.444 1.243
H -1.920 -0.807 -0.036
H 0.802 -0.896 -2.706
H 0.462 2.045 0.009
H 0.508 1.875 1.546
H -0.872 1.713 0.777
*
```

=====

Relative energies, eV: entry a 0.441; entry b 0.000.

=====

Entry a
ORCA calculation (ωB97M-V with the def2-TZVPD basis set) on C5H7NOS as an isolated structure.

The geometry in ORCA input format:
```
! RIJCOSX wB97M-V def2-TZVPD def2/J DEFGRID3
* xyz 0 1
C 1.304 0.738 -0.555
C 2.147 -0.733 -0.613
C -0.203 0.838 -0.561
C -0.690 -0.593 -0.241
C 0.345 -1.592 0.456
N 2.399 1.473 -0.244
O 1.509 -1.825 -0.273
S 3.487 0.207 0.300
H -0.644 1.740 0.170
H -0.522 0.919 -1.527
H -1.416 -0.497 0.538
H -1.229 -1.041 -1.108
H 0.552 -1.214 1.557
H -0.205 -2.484 0.601
H 2.552 2.455 -0.231
*
```

=====

Entry b
ORCA calculation (ωB97M-V with the def2-TZVPD basis set) on one molecule with the formula C5H7NOS.

The geometry in ORCA input format:
```
! RIJCOSX wB97M-V def2-TZVPD def2/J DEFGRID3
* xyz 0 1
C 0.968 -1.064 2.885
C 0.908 -0.503 1.687
C -0.210 -0.749 0.688
C 0.307 -1.355 -0.654
N 0.589 -0.227 -1.498
C -0.162 0.907 -1.356
O -0.158 1.832 -2.138
S -1.140 0.737 0.183
H 0.245 -1.814 3.257
H 1.794 -0.841 3.565
H 1.715 0.182 1.375
H -0.956 -1.515 1.048
H -0.483 -1.936 -1.120
H 1.189 -1.988 -0.571
H 1.018 -0.351 -2.396
*
```

=====

Relative energies, eV: entry a 5.116; entry b 0.000.

=====

Entry a
ORCA calculation (ωB97M-V with the def2-TZVPD basis set) on one molecule with the formula C2HF3O2.

The geometry in ORCA input format:
```
! RIJCOSX wB97M-V def2-TZVPD def2/J DEFGRID3
* xyz 0 1
C 0.066 0.113 -0.746
C 0.284 0.320 0.780
O -0.920 -2.128 -0.780
O -0.473 -0.907 -1.244
F 0.250 1.144 -1.506
F -0.664 1.135 1.300
F 1.494 0.973 0.947
H -0.038 -0.648 1.249
*
```

=====

Entry b
ORCA calculation (ωB97M-V with the def2-TZVPD basis set) on a 2-piece molecular cluster, C2HF3O2 overall.

The geometry in ORCA input format:
```
! RIJCOSX wB97M-V def2-TZVPD def2/J DEFGRID3
* xyz 0 1
C 0.027 1.262 0.387
C -0.359 -1.366 -0.727
O -0.983 0.628 0.352
O 1.274 0.947 0.114
F 0.139 2.528 0.635
F -0.115 -2.204 0.315
F -1.500 -1.819 -1.106
H 1.517 0.022 0.031
*
```

=====

Entry c
ORCA calculation (ωB97M-V with the def2-TZVPD basis set) on one molecule with the formula C2HF3O2.

The geometry in ORCA input format:
```
! RIJCOSX wB97M-V def2-TZVPD def2/J DEFGRID3
* xyz 0 1
C -0.849 0.312 1.406
C -0.271 -0.885 0.683
O 0.841 2.161 1.229
O -0.281 1.478 1.643
F -2.004 0.263 2.016
F 0.667 -1.473 1.484
F 0.427 -0.460 -0.411
H -1.042 -1.465 0.196
*
```

=====

Relative energies, eV: entry a 3.684; entry b 0.000; entry c 4.014.